ORCA calculation (ωB97M-V with the def2-TZVPD basis set) on C3H3ClO2 in the gas phase in a non-equilibrium geometry.

Summary:
Energy above the lowest of the compared OMol25 structures with the same formula, charge and spin   106.3 kcal per mole
Lowest unoccupied orbital energy   0.59 eV
HOMO-LUMO gap   9.6 eV
E   -19772.0809 eV

Last columns: bonded neighbours and bond lengths (Å).
Element x y z (Å)
1 C -1.167 0.633 0.119  C2 1.519, O4 1.399, Cl6 1.701, H7 1.040
2 C 0.180 -0.021 0.372  C1 1.519, O4 1.411, O5 1.437, H8 1.084
3 C 0.185 -2.289 -0.472  O5 1.287, H9 1.125
4 O -0.158 0.598 -0.850  C1 1.399, C2 1.411
5 O 0.260 -1.450 0.501  C2 1.437, C3 1.287
6 Cl -2.463 -0.462 -0.004  C1 1.701
7 H -1.520 1.557 0.441  C1 1.040
8 H 0.861 0.533 1.009  C2 1.084
9 H 0.020 -1.641 -1.376  C3 1.125

Here are the Löwdin charges for atoms 1 to 5, given in e: number 1, C, carries -0.65; number 2, C, carries -0.28; number 3, C, carries 0.06; number 4, O, carries -0.01; number 5, O, carries -0.13